1.
ORCA calculation (ωB97M-V with the def2-TZVPD basis set) on C7H10 as an isolated structure.

Computed properties:
Multiplicity: 1
Lowest unoccupied orbital energy in eV: 1.10
Gap between HOMO and LUMO in eV: 8.864
Maximum force in eV/Å: 0.243

Each line ends with the natural charge from an NBO analysis.
Atoms and positions in Å:
C 1.361 -0.434 1.115  -0.50
C 1.752 0.615 0.129  -0.20
C 1.268 -0.760 -0.344  -0.28
C -0.078 -0.447 -0.963  -0.23
C -1.356 -0.696 -0.120  -0.40
C -1.344 0.798 0.321  -0.44
C -0.146 1.036 -0.598  -0.20
H 2.232 -0.839 1.628  0.24
H 0.478 -0.389 1.749  0.21
H 1.069 1.542 -0.129  0.27
H 1.955 -1.477 -0.790  0.22
H -0.138 -0.710 -2.022  0.22
H -1.247 -1.430 0.685  0.21
H -2.231 -0.962 -0.720  0.21
H -2.232 1.376 0.041  0.22
H -1.159 0.967 1.387  0.22
H -0.185 1.810 -1.368  0.23

2.
ORCA calculation (ωB97M-V with the def2-TZVPD basis set) on a 14-piece molecular cluster, C7H35NO13 overall.

Computed properties:
Multiplicity: 1
Lowest unoccupied orbital energy in eV: 0.02
Gap between HOMO and LUMO in eV: 8.109
Maximum force in eV/Å: 6.865

Each line ends with the natural charge from an NBO analysis.
Atoms and positions in Å:
C 0.980 -1.318 1.277  -0.30
C 0.461 -2.024 2.379  -0.09
N -0.871 -1.784 2.454  -0.51
C -1.184 -0.876 1.433  -0.11
C -0.069 -0.618 0.604  -0.09
C -0.115 -0.068 -0.727  -0.23
C -0.782 1.027 -1.083  -0.21
C -0.953 1.370 -2.527  -0.68
H 1.998 -1.296 1.004  0.24
H 1.002 -2.451 3.264  0.22
H -1.491 -2.247 3.067  0.42
H -2.325 -0.897 1.090  0.22
H 0.589 -0.547 -1.632  0.25
H -1.458 1.457 -0.510  0.18
H -1.968 1.658 -2.738  0.22
H -0.432 2.363 -2.704  0.21
H -0.666 0.548 -3.216  0.24
H 2.517 -2.222 -0.862  0.48
H 1.612 -2.534 -2.061  0.50
O 1.905 -2.914 -1.242  -0.97
H -1.398 -3.017 -0.123  0.49
H -2.324 -1.922 0.096  0.47
O -2.278 -2.810 -0.332  -0.94
H -0.432 -1.698 -3.241  0.51
H 0.411 -1.712 -4.419  0.47
O 0.509 -1.540 -3.461  -1.01
H 2.264 4.166 -0.417  0.49
H 0.966 3.578 0.124  0.50
O 1.809 3.320 -0.265  -0.99
H -1.675 1.562 1.791  0.52
H -2.563 2.832 2.253  0.51
O -2.430 2.059 1.529  -1.00
H 0.388 -3.809 -0.318  0.50
H 0.428 -3.987 1.165  0.47
O -0.073 -4.244 0.452  -0.96
H 3.447 1.847 2.071  0.49
H 2.369 2.610 1.366  0.47
O 2.821 2.584 2.127  -0.97
H 1.868 0.918 -2.390  0.48
H 1.781 2.071 -1.482  0.51
O 2.370 1.278 -1.645  -0.98
H 2.886 0.757 -0.042  0.50
H 4.362 0.173 0.282  0.49
O 3.359 0.244 0.533  -0.99
H 0.299 2.331 3.091  0.49
H 0.895 1.505 2.055  0.51
O 0.021 1.811 2.365  -0.98
H -2.297 -0.851 -2.304  0.49
H -2.010 -2.240 -1.787  0.50
O -1.888 -1.696 -2.587  -0.99
H -1.252 4.301 -0.147  0.49
H -0.928 3.159 0.691  0.50
O -0.523 3.954 0.402  -0.95
H -4.421 0.385 0.028  0.47
H -3.114 1.124 0.352  0.50
O -3.510 0.405 -0.214  -0.99

3.
ORCA calculation (ωB97M-V with the def2-TZVPD basis set) on a 4-piece molecular cluster, C13H25Cl6N4O2 overall.

Computed properties:
Multiplicity: 1
Net charge: +1
Lowest unoccupied orbital energy in eV: -3.52
Gap between HOMO and LUMO in eV: 8.993
Maximum force in eV/Å: 7.462

Each line ends with the natural charge from an NBO analysis.
Atoms and positions in Å:
C -1.302 -0.903 -3.288  -0.73
C -2.443 -1.259 -2.203  0.80
O -3.256 -2.169 -2.436  -0.54
O -2.479 -0.462 -1.031  -0.56
C -2.301 -1.284 0.174  -0.10
C -1.525 -0.378 1.242  -0.43
C -0.141 -0.990 1.769  -0.48
C 0.704 -1.456 0.509  0.47
N 1.038 -2.853 0.505  -0.43
C 1.745 -2.930 -0.773  0.57
N 2.189 -4.158 -1.117  -0.83
N 1.821 -1.670 -1.437  -0.37
N 1.163 -0.757 -0.645  -0.37
H -0.316 -1.400 -2.984  0.20
H -1.208 0.244 -3.343  0.24
H -1.629 -1.246 -4.332  0.26
H -1.830 -2.297 -0.034  0.20
H -3.343 -1.498 0.610  0.22
H -1.272 0.623 0.733  0.22
H -2.222 -0.171 2.116  0.25
H -0.370 -1.923 2.401  0.26
H 0.440 -0.260 2.437  0.29
H 2.736 -4.723 -0.454  0.45
H 1.900 -4.540 -2.030  0.43
H 2.251 -1.499 -2.359  0.47
H 1.008 0.242 -0.835  0.47
Cl -1.790 -0.850 -10.157  -0.04
C -2.258 -1.740 -8.688  -0.39
C -2.278 -0.849 -7.463  -0.38
Cl -0.641 -0.324 -6.986  -0.08
H -1.569 -2.577 -8.565  0.22
H -3.256 -2.143 -8.868  0.23
H -2.694 -1.396 -6.614  0.22
H -2.885 0.043 -7.624  0.23
Cl 3.438 -0.253 2.699  -0.08
C 3.459 1.393 3.384  -0.38
C 2.577 1.513 4.610  -0.39
Cl 0.846 1.376 4.206  -0.07
H 3.155 2.090 2.602  0.22
H 4.495 1.611 3.652  0.24
H 2.718 2.491 5.074  0.25
H 2.812 0.748 5.352  0.24
Cl 2.163 4.731 7.279  -0.06
C 0.404 4.877 7.035  -0.39
C 0.011 4.662 5.588  -0.39
Cl 0.571 5.984 4.533  -0.06
H 0.092 5.858 7.394  0.23
H -0.066 4.118 7.663  0.23
H -1.077 4.627 5.501  0.23
H 0.415 3.726 5.199  0.22

4.
ORCA calculation (ωB97M-V with the def2-TZVPD basis set) on one molecule with the formula C15H17NO4.

Computed properties:
Multiplicity: 1
SMILES string: CCc1ccc2[nH]cc(C(=O)OCCOC)c(=O)c2c1
Lowest unoccupied orbital energy in eV: 0.39
Gap between HOMO and LUMO in eV: 8.873
Maximum force in eV/Å: 0.704

Each line ends with the natural charge from an NBO analysis.
Atoms and positions in Å:
C 5.195 0.334 3.006  -0.61
C 5.273 -0.861 2.066  -0.42
C 4.067 -1.068 1.189  -0.02
C 4.086 -2.125 0.271  -0.17
C 3.020 -2.373 -0.561  -0.25
C 1.886 -1.561 -0.499  0.23
N 0.806 -1.792 -1.321  -0.54
C -0.302 -1.031 -1.256  0.13
C -0.430 0.013 -0.394  -0.35
C -1.694 0.776 -0.355  0.78
O -2.133 1.378 0.586  -0.56
O -2.337 0.708 -1.550  -0.53
C -3.577 1.397 -1.629  -0.10
C -4.710 0.562 -1.008  -0.09
O -5.988 1.081 -1.265  -0.53
C -6.305 2.246 -0.536  -0.25
C 0.666 0.391 0.508  0.59
O 0.646 1.350 1.255  -0.58
C 1.844 -0.499 0.410  -0.21
C 2.942 -0.271 1.243  -0.16
H 6.113 0.407 3.584  0.21
H 5.070 1.258 2.447  0.21
H 4.364 0.228 3.699  0.21
H 6.150 -0.752 1.419  0.21
H 5.426 -1.772 2.655  0.21
H 4.960 -2.758 0.217  0.21
H 3.051 -3.194 -1.264  0.21
H 0.854 -2.566 -1.969  0.41
H -1.110 -1.297 -1.923  0.23
H -3.485 2.357 -1.110  0.20
H -3.767 1.558 -2.692  0.19
H -4.702 -0.435 -1.458  0.18
H -4.534 0.471 0.073  0.18
H -5.746 3.117 -0.894  0.16
H -7.369 2.417 -0.687  0.19
H -6.103 2.109 0.532  0.17
H 2.861 0.559 1.926  0.24

5.
ORCA calculation (ωB97M-V with the def2-TZVPD basis set) on a 5-piece molecular cluster, C24H60F2N9O9P3 overall.

Computed properties:
Multiplicity: 1
SMILES string: CN(C)P(=O)(N(C)C)N(C)C.CN(C)P(=O)(N(C)C)N(C)C.CN(C)P(=O)(N(C)C)N(C)C.O=C1OC[C@@H](F)O1.O=C1OC[C@@H](F)O1
Lowest unoccupied orbital energy in eV: 0.51
Gap between HOMO and LUMO in eV: 8.542
Maximum force in eV/Å: 6.219

Each line ends with the Mulliken charge.
Atoms and positions in Å:
C -2.986 -3.719 -0.652  -0.92
N -2.481 -3.860 -2.024  0.44
C -1.463 -2.877 -2.456  -1.20
P -3.012 -5.153 -3.102  0.27
O -4.391 -5.576 -2.757  -0.86
N -2.861 -4.713 -4.705  0.27
C -3.731 -3.603 -5.106  -1.11
C -2.810 -5.704 -5.775  -0.97
N -1.752 -6.274 -2.850  0.19
C -2.243 -7.724 -2.601  -0.92
C -0.277 -6.063 -2.965  -0.96
H -2.785 -2.785 -0.127  0.13
H -2.370 -4.465 -0.150  0.32
H -4.006 -4.029 -0.429  0.34
H -1.714 -1.821 -2.358  0.37
H -1.275 -2.862 -3.529  0.36
H -0.532 -3.076 -1.924  0.34
H -4.685 -3.685 -4.585  0.36
H -3.421 -2.598 -4.819  0.29
H -4.041 -3.472 -6.143  0.40
H -1.801 -6.116 -5.746  0.28
H -3.451 -6.566 -5.586  0.30
H -2.925 -5.305 -6.783  0.42
H -2.974 -7.943 -3.379  0.30
H -1.316 -8.285 -2.718  0.37
H -2.682 -7.838 -1.610  0.23
H 0.266 -5.986 -2.023  0.28
H -0.135 -5.116 -3.485  0.35
H 0.270 -6.875 -3.443  0.37
C 0.812 -5.353 5.706  -1.19
N 0.686 -3.953 6.027  0.18
C 1.352 -3.597 7.335  -1.09
P -0.363 -3.008 5.083  0.50
O -1.757 -3.414 5.188  -0.88
N -0.037 -1.347 5.422  0.46
C -0.876 -0.654 6.393  -1.16
C 1.405 -0.923 5.124  -1.05
N 0.142 -3.275 3.431  0.33
C 1.515 -3.489 3.078  -1.13
C -0.637 -3.044 2.190  -0.91
H 0.716 -5.348 4.620  0.47
H 0.050 -5.952 6.204  0.22
H 1.810 -5.617 6.057  0.41
H 1.268 -2.575 7.704  0.29
H 2.434 -3.672 7.220  0.38
H 1.176 -4.394 8.057  0.41
H -0.611 0.373 6.644  0.41
H -1.925 -0.493 6.146  0.30
H -0.888 -1.200 7.337  0.36
H 1.692 -0.252 5.934  0.48
H 2.159 -1.708 5.182  0.39
H 1.484 -0.272 4.254  0.12
H 2.007 -2.584 2.722  0.07
H 2.075 -4.030 3.841  0.42
H 1.481 -4.100 2.176  0.43
H -0.589 -3.863 1.472  0.28
H -0.181 -2.126 1.819  0.14
H -1.678 -2.848 2.451  0.41
C 1.997 8.763 -1.090  -1.01
N 1.658 7.395 -0.698  0.22
C 1.721 7.231 0.754  -1.04
P 1.459 6.050 -1.794  0.00
O 1.540 4.737 -1.152  -0.57
N 0.041 6.347 -2.578  0.40
C -1.125 5.442 -2.567  -0.98
C -0.214 7.516 -3.434  -1.20
N 2.783 6.330 -2.946  0.27
C 2.560 6.162 -4.344  -1.04
C 4.129 6.085 -2.501  -1.11
H 1.055 9.240 -1.361  0.22
H 2.755 8.671 -1.867  0.34
H 2.354 9.368 -0.256  0.44
H 1.314 8.012 1.396  0.35
H 2.793 7.330 0.928  0.43
H 1.484 6.198 1.007  0.23
H -1.213 5.100 -1.535  0.26
H -2.034 5.982 -2.830  0.36
H -0.922 4.583 -3.206  0.27
H -0.396 7.179 -4.454  0.38
H -1.052 8.118 -3.081  0.33
H 0.707 8.096 -3.481  0.43
H 2.141 7.140 -4.582  0.28
H 3.441 5.933 -4.944  0.42
H 1.847 5.352 -4.499  0.25
H 4.433 5.040 -2.552  0.30
H 4.204 6.417 -1.466  0.33
H 4.849 6.751 -2.978  0.40
O -2.458 2.962 -0.946  -0.54
C -2.214 2.279 -0.035  0.70
O -2.217 2.608 1.256  -0.37
C -1.522 1.559 1.919  -0.14
C -1.453 0.353 0.911  0.90
F -2.420 -0.557 1.208  -0.33
O -1.744 1.116 -0.246  -0.42
H -0.472 1.814 2.067  0.09
H -2.047 1.325 2.845  0.29
H -0.499 -0.175 0.893  -0.16
O 2.180 1.608 2.774  -0.54
C 2.351 1.625 1.584  0.51
O 3.237 2.419 0.948  -0.37
C 3.287 2.125 -0.372  -0.22
C 1.958 1.459 -0.621  0.60
F 2.303 0.475 -1.442  -0.33
O 1.640 0.894 0.675  -0.28
H 3.499 3.057 -0.896  -0.07
H 4.053 1.351 -0.324  0.35
H 1.091 1.943 -1.070  0.27

6.
ORCA calculation (ωB97M-V with the def2-TZVPD basis set) on a 2-piece molecular cluster, C4H7N2 overall.

Computed properties:
Multiplicity: 1
Net charge: +1
Lowest unoccupied orbital energy in eV: -4.29
Gap between HOMO and LUMO in eV: 11.320
Maximum force in eV/Å: 6.708

Each line ends with the natural charge from an NBO analysis.
Atoms and positions in Å:
C 1.513 0.099 0.352  0.14
C 0.496 1.156 -0.071  -0.30
C -1.229 -0.580 0.639  -0.24
C -0.151 -1.097 -0.284  0.17
N 1.170 -1.066 -0.021  -0.39
N -0.724 0.335 -0.316  -0.40
H 2.546 0.442 0.632  0.25
H 0.161 1.900 0.689  0.26
H 0.751 1.694 -0.954  0.26
H -2.102 -1.111 0.461  0.28
H -0.812 -0.467 1.575  0.24
H -0.430 -2.048 -1.590  0.27
H -1.190 0.743 -1.110  0.46

7.
ORCA calculation (ωB97M-V with the def2-TZVPD basis set) on an isolated ion of composition C5H12N3O and charge +1.

Computed properties:
Multiplicity: 1
SMILES string: CN/N=C\[N+](C)=C/OC
Net charge: +1
Lowest unoccupied orbital energy (spin up / spin down) in eV: -4.26 / -4.26
Gap between HOMO and LUMO (spin up / spin down) in eV: 9.241 / 9.240
Maximum force in eV/Å: 2.744

Each line ends with the natural charge from an NBO analysis.
Atoms and positions in Å:
C 0.286 0.746 -2.940  -0.44
N 0.054 0.641 -1.472  -0.37
N -1.032 -0.007 -1.036  -0.13
C -1.129 -0.585 0.070  0.11
N 0.042 -0.935 0.832  -0.39
C 0.460 -2.364 0.843  -0.42
C 0.872 0.056 1.003  0.51
O 0.603 1.305 1.339  -0.43
C -0.681 1.766 1.874  -0.30
H 0.908 1.632 -2.916  0.22
H 0.665 -0.044 -3.607  0.22
H -0.688 0.985 -3.431  0.24
H 0.863 0.377 -0.946  0.32
H -2.014 -0.924 0.439  0.21
H 0.467 -2.822 -0.133  0.24
H 1.480 -2.565 1.388  0.25
H -0.303 -2.828 1.396  0.24
H 1.985 -0.091 0.992  0.23
H -0.417 2.790 2.391  0.26
H -0.862 1.174 2.767  0.21
H -1.558 1.694 1.145  0.24

8.
ORCA calculation (ωB97M-V with the def2-TZVPD basis set) on C32H27N10O3STeW as an isolated structure.

Computed properties:
Multiplicity: 2
Lowest unoccupied orbital energy (spin up / spin down) in eV: -0.89 / -1.17
Gap between HOMO and LUMO (spin up / spin down) in eV: 4.793 / 4.511
Maximum force in eV/Å: 1.825

Each line ends with the Mulliken spin population.
Atoms and positions in Å:
W -0.876 -0.974 -0.103  -0.01
O -1.559 4.502 -0.183  0.00
C -0.555 4.314 0.690  -0.04
C 0.157 5.439 1.108  0.00
C 1.202 5.310 1.998  0.00
C 1.567 4.060 2.496  0.00
C 0.876 2.944 2.074  0.01
C -0.188 3.049 1.174  0.01
C -0.828 1.833 0.662  0.05
O -0.248 0.675 0.914  -0.05
N -1.875 1.870 -0.084  0.04
N -2.159 0.584 -0.520  0.00
C -2.753 0.508 -1.736  -0.01
C -3.000 -0.785 -2.133  0.01
C -3.610 -1.125 -3.371  -0.01
C -3.969 -2.411 -3.589  0.01
C -3.736 -3.367 -2.561  -0.01
C -3.052 -3.010 -1.444  0.01
N -2.608 -1.734 -1.199  0.00
H -1.962 3.629 -0.384  0.00
H -0.131 6.402 0.708  0.00
H 1.747 6.194 2.306  0.00
H 2.388 3.965 3.194  0.00
H 1.153 1.958 2.424  0.00
H -3.021 1.387 -2.301  -0.01
H -3.779 -0.340 -4.095  0.00
H -4.432 -2.711 -4.520  0.00
H -4.057 -4.393 -2.668  0.00
H -2.822 -3.738 -0.686  0.00
N 2.520 -1.069 -0.350  0.00
C 2.176 -1.349 0.894  0.00
N 3.136 -1.554 1.805  0.00
C 2.722 -1.843 3.025  0.00
N 3.645 -2.048 3.980  0.00
N 1.426 -1.932 3.425  0.00
C 0.559 -1.710 2.469  0.00
N 0.858 -1.440 1.197  0.01
C -0.898 -1.790 2.859  0.00
C -1.266 -2.250 4.108  0.00
C -2.621 -2.353 4.392  0.00
C -3.551 -1.999 3.429  0.00
C -3.098 -1.541 2.201  0.00
N -1.799 -1.435 1.939  0.01
H 3.497 -0.950 -0.548  0.00
H 1.805 -0.828 -1.041  0.00
H 4.613 -2.083 3.715  0.00
H 3.351 -2.394 4.874  0.00
H -0.501 -2.527 4.817  0.00
H -2.943 -2.718 5.358  0.00
H -4.613 -2.071 3.613  0.00
H -3.767 -1.247 1.403  0.00
O 0.073 -0.686 -1.567  0.02
N -0.258 -3.741 -2.451  0.00
C 0.305 -4.249 -3.546  0.00
C 1.276 -5.234 -3.528  0.00
C 1.691 -5.712 -2.290  0.00
C 1.125 -5.190 -1.145  0.00
C 0.146 -4.197 -1.271  0.00
S -0.602 -3.580 0.205  0.00
H -0.047 -3.840 -4.487  0.00
H 1.691 -5.615 -4.451  0.00
H 2.458 -6.474 -2.220  0.00
H 1.430 -5.523 -0.162  0.00
Te 0.834 1.953 -2.355  0.98
C 1.716 3.784 -1.871  -0.01
C 2.754 3.832 -0.936  0.00
C 3.367 5.035 -0.623  -0.03
C 2.955 6.207 -1.241  0.06
C 1.920 6.176 -2.165  -0.03
C 1.299 4.975 -2.472  0.01
H 3.073 2.919 -0.448  -0.01
H 4.168 5.058 0.106  0.00
H 3.436 7.147 -0.997  0.00
H 1.591 7.091 -2.643  0.00
H 0.479 4.957 -3.179  0.00

9.
ORCA calculation (ωB97M-V with the def2-TZVPD basis set) on a 2-piece molecular cluster, C4H13NO overall.

Computed properties:
Multiplicity: 1
SMILES string: CC[C@H](C)N.O
Lowest unoccupied orbital energy in eV: 1.00
Gap between HOMO and LUMO in eV: 10.552
Maximum force in eV/Å: 1.945

Each line ends with the natural charge from an NBO analysis.
Atoms and positions in Å:
C -1.047 -0.943 -1.352  -0.63
C -0.262 0.270 -0.867  -0.40
C -0.262 0.525 0.679  -0.05
C -0.601 1.970 0.963  -0.62
N 1.073 0.143 1.236  -0.86
H -1.788 -1.327 -0.651  0.20
H -1.507 -0.763 -2.322  0.21
H -0.305 -1.708 -1.523  0.23
H -0.613 1.190 -1.344  0.19
H 0.785 0.235 -1.148  0.20
H -0.912 -0.255 1.067  0.19
H -0.573 2.191 2.037  0.21
H 0.119 2.623 0.519  0.21
H -1.629 2.196 0.668  0.22
H 0.896 -0.315 2.124  0.36
H 1.673 0.936 1.437  0.36
O 1.536 -2.700 -0.575  -0.95
H 1.852 -2.047 -1.215  0.47
H 1.567 -2.222 0.269  0.48

10.
ORCA calculation (ωB97M-V with the def2-TZVPD basis set) on a 3-piece molecular cluster, H6O3 overall.

Computed properties:
Multiplicity: 1
SMILES string: O.O.O
Lowest unoccupied orbital energy in eV: 0.39
Gap between HOMO and LUMO in eV: 11.422
Maximum force in eV/Å: 9.329

Each line ends with the natural charge from an NBO analysis.
Atoms and positions in Å:
O 0.376 0.573 -0.213  -0.94
H 0.487 -0.099 0.474  0.48
H 0.921 1.264 0.130  0.46
O -0.404 -0.383 2.446  -0.99
H -1.161 -0.445 2.976  0.50
H 0.238 0.390 2.468  0.49
O -0.437 -0.698 -2.828  -0.91
H -0.406 -0.158 -2.176  0.46
H 0.386 -0.445 -3.278  0.45